Entry 1:
C10H14BFeN7O2 | the ωB97M-V functional and the def2-TZVPD basis

```
! wB97M-V def2-TZVPD RIJCOSX def2/J DEFGRID3
* xyz 2 5
C -1.9986 1.6652 -1.4920
N -0.9595 0.9555 -0.9815
N -0.1363 0.5981 -2.0456
C -0.5962 1.1858 -3.1735
C -1.7647 1.8896 -2.8686
B 1.0105 -0.3913 -1.8375
N 1.8324 0.1880 -0.6608
N 1.2536 0.4855 0.5653
C 2.2292 0.8178 1.4531
C 3.4404 0.8101 0.7642
C 3.1595 0.3922 -0.5528
Fe -0.6184 0.5526 0.9365
N 0.3498 -1.6751 -1.2808
N -0.4037 -1.6008 -0.1171
C -0.8619 -2.8484 0.1110
C -0.3797 -3.7441 -0.8716
C 0.3757 -2.9496 -1.7252
H -1.5147 -3.0513 0.9558
H 0.9131 -3.2199 -2.6048
H -0.5709 -4.8028 -0.9180
H 1.6418 -0.5675 -2.8501
H 3.7820 0.2340 -1.4115
H -0.0626 1.0644 -4.1138
H 4.3972 1.0494 1.1676
H -2.3691 2.4813 -3.5433
H 1.9520 0.9986 2.4963
H -2.8430 1.9469 -0.8764
H -0.2922 -0.0253 3.5096
C -0.3118 1.0371 3.8234
H 0.6490 1.2969 4.2896
H -0.4932 1.7164 2.9782
H -1.1004 1.1812 4.5847
O -4.2084 0.9257 2.5337
N -3.0326 0.6931 2.4924
O -2.4684 0.7107 1.2635
*
```

Summary:
Highest occupied orbital energy (alpha / beta)   -15.67 / -15.69 eV
Electronic energy   -2211.04019 Eh
Kohn-Sham gap (alpha / beta)   5.535 / 4.061 eV



Entry 2:
C10H14BIN6W | the ωB97M-V functional and the def2-TZVPD basis

```
! wB97M-V def2-TZVPD RIJCOSX def2/J DEFGRID3
* xyz 2 3
H 2.8830 -2.5781 0.3201
N 1.1839 -1.4610 -0.1887
B -1.0592 -0.6041 -1.0670
N 0.0525 -1.6968 -0.9895
C 0.1853 -2.8827 -1.5992
W 0.9637 0.0649 1.1601
H -0.5693 -3.1855 -2.3186
C 1.3978 -3.4711 -1.1741
H 1.7855 -4.4344 -1.4804
C 1.9956 -2.5607 -0.2979
H -1.8863 -0.9044 -1.8816
C 1.5791 2.0839 1.9063
H 2.4204 2.0902 2.6359
H 0.5848 1.9721 2.4652
H 1.5111 2.9513 1.2215
N -0.4195 0.7545 -1.5379
N -1.7462 -0.3675 0.2913
N 0.6062 1.2658 -0.7501
N -0.9558 0.0280 1.3809
C -0.5480 1.5198 -2.6206
C -2.9660 -0.4989 0.7186
H -1.2418 1.2937 -3.3814
H -3.7951 -0.7868 0.0788
C 0.4035 2.5114 -2.5319
C -3.0338 -0.2191 2.0702
C 1.1023 2.3466 -1.3602
C -1.7680 0.1472 2.4951
H 0.5704 3.2988 -3.2091
H -3.8906 -0.2296 2.6991
H 1.9505 2.8704 -0.8661
H -1.3625 0.4107 3.4481
H 2.2981 1.5192 1.1043
I 1.7683 -1.2478 3.2587
*
```

Summary:
Highest occupied orbital energy (alpha / beta)   -15.40 / -16.08 eV
Electronic energy   -1107.04538 Eh
Kohn-Sham gap (alpha / beta)   6.458 / 7.293 eV



Entry 3:
C10H14BN3O5PS | the ωB97M-V functional and the def2-TZVPD basis

```
! wB97M-V def2-TZVPD RIJCOSX def2/J DEFGRID3
* xyz 1 1
C 4.9118 -0.0586 3.3719
O 4.0294 1.1427 3.1940
B 3.8760 1.3069 1.7356
O 5.0832 1.7425 0.9564
C 2.5054 1.0388 0.8577
N 2.2097 1.8095 -0.3958
N 1.1874 1.7988 -1.2848
C 0.0921 0.8234 -1.0869
C 0.1615 -0.1924 0.1819
N -0.9622 -1.2226 0.3340
C -0.3357 -2.4248 -0.0080
O 0.3940 -3.5687 -0.1305
C 1.3832 -0.1311 1.2718
P 1.5608 -1.2356 2.8236
S -0.1031 -2.0139 3.4717
H 5.9623 0.0871 2.8526
H 5.0854 -0.3124 4.5232
H 4.4439 -1.0309 2.9023
H 5.2222 0.9617 0.3121
H 2.9740 2.5179 -0.6306
H -0.8239 0.7848 -1.8512
H 2.0968 -0.4445 3.9380
H 2.5926 -2.2433 2.5508
O -2.2461 0.8439 -3.6745
C -3.3182 0.6032 -3.1445
O -4.3965 1.4402 -3.1735
C -5.4361 0.8929 -2.3639
C -5.1386 -0.5811 -2.2774
C -3.6324 -0.6180 -2.3344
H -5.4091 1.3807 -1.3839
H -6.4068 1.0866 -2.8297
H -5.5543 -1.0524 -1.3829
H -5.5519 -1.0951 -3.1538
H -3.1849 -0.5135 -1.3421
H -3.2717 -1.5228 -2.8290
*
```

Summary:
Highest occupied orbital energy   -12.22 eV
Electronic energy   -1693.79073 Eh
Kohn-Sham gap   6.095 eV



Entry 4:
C10H14BN7O2Pd | the ωB97M-V functional and the def2-TZVPD basis

```
! wB97M-V def2-TZVPD RIJCOSX def2/J DEFGRID3
* xyz 2 3
C -1.8622 -2.3239 1.6439
N -1.7670 -1.6517 0.4733
N -2.9185 -1.8146 -0.2538
C -3.7473 -2.6178 0.4540
C -3.1303 -2.9295 1.6558
B -3.1209 -1.1534 -1.6861
N -2.8045 0.3684 -1.5793
N -1.6172 0.7279 -1.0015
C -1.5051 2.0742 -1.0543
C -2.6365 2.5732 -1.7073
C -3.4446 1.4718 -2.0038
Pd -0.1753 -0.6679 -0.5030
N -1.9794 -1.6810 -2.6208
N -0.6811 -1.4688 -2.2313
C 0.1767 -2.0634 -3.1011
C -0.6261 -2.6539 -4.0794
C -1.9611 -2.3726 -3.7744
H 1.2598 -2.0174 -3.0073
H -2.8863 -2.6047 -4.2941
H -0.2065 -3.2003 -4.8966
H -4.2124 -1.4167 -2.1144
H -4.4321 1.3991 -2.4418
H -4.7152 -2.8888 0.0380
H -2.8118 3.5931 -1.9584
H -3.5406 -3.5069 2.4638
H -0.6277 2.5920 -0.6703
H -1.1018 -2.3300 2.4288
H 1.8690 1.2788 -1.0468
C 2.5996 2.1574 -1.0948
H 2.2313 2.7839 -1.9314
H 2.6641 2.7094 -0.1507
H 3.5800 1.7193 -1.3649
O 0.9791 -0.7536 1.3847
N 1.5209 -1.8796 1.0582
O 1.0993 -2.3632 -0.0529
*
```

Summary:
Highest occupied orbital energy (alpha / beta)   -16.49 / -16.27 eV
Electronic energy   -1075.15554 Eh
Kohn-Sham gap (alpha / beta)   6.522 / 3.848 eV



Entry 5:
C10H14BN7O2Pt | the ωB97M-V functional and the def2-TZVPD basis

```
! wB97M-V def2-TZVPD RIJCOSX def2/J DEFGRID3
* xyz 4 5
C -0.0613 2.9925 0.9976
N 0.1182 1.7485 0.4981
N 0.2588 1.8581 -0.8676
C 0.1397 3.1576 -1.2175
C -0.0625 3.9143 -0.0654
B 0.4537 0.5570 -1.7205
N 1.5545 -0.3153 -1.0606
N 1.5968 -0.5908 0.2860
C 2.6696 -1.4130 0.5056
C 3.2986 -1.6668 -0.7165
C 2.5594 -0.9763 -1.6746
Pt 0.0448 -0.0597 1.4674
N -0.8872 -0.2539 -1.6644
N -1.4362 -0.7515 -0.5118
C -2.5731 -1.3989 -0.8674
C -2.7511 -1.3138 -2.2706
C -1.6532 -0.5936 -2.7308
H -3.2593 -1.8954 -0.1941
H -1.3590 -0.3090 -3.7264
H -3.5702 -1.6956 -2.8466
H 0.7503 0.8452 -2.8477
H 2.7006 -0.9132 -2.7468
H 0.2176 3.4708 -2.2412
H 4.1831 -2.2738 -0.8837
H -0.2032 4.9635 0.0463
H 2.9141 -1.8298 1.4594
H -0.2377 3.1678 2.0356
H -0.5840 -1.7936 1.7022
C -0.0074 -2.0375 2.6808
H 0.6889 -2.8539 2.4848
H 0.5613 -1.1790 3.1087
H -0.8194 -2.2222 3.3745
O -1.4222 -0.0227 4.2613
N -2.1092 0.7293 3.5877
O -1.7140 0.9549 2.3586
*
```

Summary:
Highest occupied orbital energy (alpha / beta)   -22.68 / -22.43 eV
Electronic energy   -1065.32533 Eh
Kohn-Sham gap (alpha / beta)   6.558 / 3.787 eV



Entry 6:
C10H14BN7O3Re | the ωB97M-V functional and the def2-TZVPD basis

```
! wB97M-V def2-TZVPD RIJCOSX def2/J DEFGRID3
* xyz 2 4
H 0.9651 3.3192 1.4338
N 0.5547 1.7192 0.0464
B 0.1686 0.3509 -2.0562
N 0.5444 1.6664 -1.3101
C 0.8970 2.8624 -1.8410
Re -0.1077 -0.0705 1.3337
H 0.9543 2.9889 -2.9051
C 1.1365 3.7536 -0.7680
H 1.4324 4.7563 -0.8580
C 0.8922 2.9777 0.4143
H 0.2262 0.4789 -3.2553
C -0.5806 -1.8323 2.1667
H -0.5806 -1.8006 3.2519
H 0.1969 -2.6030 1.9355
H -1.6226 -2.1102 1.8938
N -1.2607 -0.0499 -1.5969
N 1.1428 -0.7511 -1.5410
N -1.5720 -0.2430 -0.2897
N 1.2572 -1.0367 -0.2170
C -2.3687 -0.2370 -2.3387
C 1.9948 -1.5193 -2.2564
H -2.3393 -0.1304 -3.4056
H 2.0615 -1.4213 -3.3235
C -3.4371 -0.5644 -1.4688
C 2.6847 -2.3616 -1.3555
C -2.8760 -0.5552 -0.1576
C 2.1678 -2.0258 -0.0622
H -4.4238 -0.7689 -1.7480
H 3.4161 -3.0708 -1.6026
H -3.3662 -0.7539 0.7740
H 2.4400 -2.4594 0.8852
H -1.1750 0.9669 1.9509
O 1.0371 -0.3743 5.3341
N 0.0900 0.0931 4.8315
O -1.0206 0.4057 5.1974
O 0.4708 0.4004 2.9080
*
```

Summary:
Highest occupied orbital energy (alpha / beta)   -15.20 / -15.95 eV
Electronic energy   -1100.77770 Eh
Kohn-Sham gap (alpha / beta)   6.617 / 4.154 eV



Entry 7:
C10H14BN7O3W | the ωB97M-V functional and the def2-TZVPD basis

```
! wB97M-V def2-TZVPD RIJCOSX def2/J DEFGRID3
* xyz 4 3
C -0.3025 3.0682 0.8635
N -0.2011 1.8237 0.3946
N 0.0395 1.8355 -0.9990
C -0.0193 3.1199 -1.4014
C -0.2413 3.9369 -0.2477
B 0.2513 0.5523 -1.8831
N 1.3981 -0.3766 -1.3536
N 1.5310 -0.7061 0.0010
C 2.6359 -1.5065 0.2027
C 3.1931 -1.6560 -1.0416
C 2.4201 -0.9602 -1.9707
W 0.0277 -0.0822 1.0874
N -1.0521 -0.2771 -1.9273
N -1.6152 -0.7440 -0.7660
C -2.7804 -1.3787 -1.1679
C -2.9273 -1.2662 -2.5644
C -1.8041 -0.5743 -3.0024
H -3.4994 -1.8756 -0.5303
H -1.4793 -0.2555 -3.9763
H -3.7199 -1.6095 -3.2026
H 0.5440 0.8716 -3.0115
H 2.5078 -0.8125 -3.0163
H 0.0946 3.3185 -2.4788
H 4.0648 -2.2089 -1.2527
H -0.3560 5.0180 -0.2584
H 2.8785 -1.8554 1.2048
H -0.4336 3.2310 1.9134
H -0.9609 -1.8375 1.1484
C -0.2341 -1.8596 2.1002
H 0.5271 -2.5993 1.9692
H 0.4004 -0.7424 3.0254
H -0.9379 -2.0072 2.9166
O 1.0872 -0.1496 5.4421
N 0.0063 0.0185 5.0087
O -1.0939 0.0756 5.5266
O 0.0505 0.4711 3.2477
*
```

Summary:
Highest occupied orbital energy (alpha / beta)   -23.13 / -23.29 eV
Electronic energy   -1088.31084 Eh
Kohn-Sham gap (alpha / beta)   5.997 / 5.242 eV



Entry 8:
C10H14CoN4O3S | the ωB97M-V functional and the def2-TZVPD basis

```
! wB97M-V def2-TZVPD RIJCOSX def2/J DEFGRID3
* xyz 0 2
Co 0.3482 -0.7182 0.9474
N -1.5612 -0.4116 0.0816
C -1.7426 -1.4880 -0.9124
C -0.3903 -1.7892 -1.5585
O -0.3046 -2.0115 -2.7593
N 0.6124 -1.7706 -0.6574
C 1.9669 -1.6871 -1.1518
C 2.5777 -0.3177 -0.7142
O 3.7489 -0.0640 -0.9872
O 1.7807 0.4082 -0.0167
H -2.3515 -0.3591 0.7115
H -1.4910 0.4858 -0.3859
H -2.4556 -1.2324 -1.6951
H -2.0889 -2.3833 -0.3957
H 2.0070 -1.7745 -2.2354
H 2.6115 -2.4549 -0.7088
C 5.1166 0.4578 1.7543
C 3.9146 -0.3142 2.1412
C 3.8183 -1.6831 2.0523
C 2.5664 -2.2809 2.1838
N 1.4658 -1.5485 2.4153
C 1.5819 -0.2101 2.6015
S 0.1966 0.7074 2.8992
N 2.8194 0.3741 2.5192
C 2.3469 -3.7396 1.9968
H 6.0176 -0.1444 1.8393
H 5.2271 1.3696 2.3410
H 4.9807 0.7291 0.6988
H 4.6847 -2.2642 1.7757
H 2.8332 1.3832 2.4670
H 3.2828 -4.2801 1.8790
H 1.7201 -3.8970 1.1157
H 1.8019 -4.1283 2.8570
*
```

Summary:
Highest occupied orbital energy (alpha / beta)   -8.06 / -8.00 eV
Electronic energy   -2615.20973 Eh
Kohn-Sham gap (alpha / beta)   7.240 / 7.184 eV



In the order shown, the computed F_max values come out to 3.5 3.0 12.1 3.4 5.5 3.9 7.9 2.2 eV/Å.